No. 1
Below is C42H51BrN6O8P2W as an isolated structure, with properties calculated with wB97M-V/def2-TZVPD.

The geometry in XYZ format:
```
111
Properties=species:S:1:pos:R:3:forces:R:3
W 0.66143 0.27730 -0.17092 0.01 -0.36 -0.08
C 0.58222 -0.71299 4.17654 -0.02 -0.06 0.02
C 0.64220 -0.05402 2.84920 0.10 0.18 -0.01
N 0.28723 -0.58889 1.72481 -0.28 -0.11 0.26
N -0.28050 -1.84678 1.75203 0.03 0.08 -0.05
C -0.80864 -2.08401 0.58764 -0.10 -0.03 -0.13
O -0.74529 -1.20065 -0.38268 0.05 -0.09 0.02
C -1.46097 -3.37481 0.31523 -0.02 0.08 -0.02
C -1.92262 -3.64513 -0.97178 0.00 -0.04 -0.03
C -2.51806 -4.86539 -1.24901 0.01 0.03 0.01
C -2.65265 -5.81449 -0.24538 0.00 -0.01 0.00
C -2.19057 -5.54709 1.03767 -0.01 0.00 0.00
C -1.59405 -4.33145 1.32150 -0.02 0.00 0.01
C 1.04189 1.34388 2.68540 -0.06 -0.13 0.00
C 1.36327 2.19859 3.72418 0.01 0.06 -0.05
C 1.61240 3.53037 3.42938 0.00 -0.03 0.07
C 1.52741 3.96008 2.11495 -0.01 0.03 -0.09
C 1.22282 3.04542 1.12440 0.01 0.00 0.05
N 0.98759 1.76092 1.40549 0.10 0.01 -0.01
H 0.30583 -1.75665 4.07759 0.01 0.00 -0.02
H -0.15272 -0.21325 4.81180 0.00 0.01 0.00
H 1.55252 -0.63567 4.67101 -0.01 0.00 0.01
H -1.79918 -2.90034 -1.74654 0.01 0.00 0.01
H -2.87897 -5.08190 -2.24618 0.00 0.00 0.00
H -3.11906 -6.76622 -0.46229 0.00 0.00 0.00
H -2.29914 -6.28923 1.81666 0.00 0.00 0.00
H -1.23420 -4.11367 2.31733 0.00 0.01 0.00
H 1.40794 1.82879 4.73802 0.00 0.00 0.01
H 1.86556 4.22540 4.21844 0.00 0.00 0.00
H 1.70926 4.99089 1.84703 0.00 0.00 0.02
H 1.18649 3.32262 0.08029 0.00 -0.01 0.00
C -1.44833 4.08502 -4.38636 -0.05 0.05 -0.02
C -0.45151 4.31692 -3.27557 0.00 -0.01 0.01
C -0.72665 5.55354 -2.45321 0.01 -0.01 0.04
O -0.36838 3.13874 -2.37245 -0.03 0.00 0.01
P -1.47296 2.23744 -1.76453 0.01 0.03 -0.15
O -0.96395 1.59009 -0.50354 0.16 0.10 0.09
C -1.86233 0.92859 -2.94392 0.06 -0.03 0.01
P -0.37556 0.01141 -3.38173 -0.04 -0.01 0.04
O 0.61410 0.05262 -2.25045 0.08 -0.02 0.00
O -0.71668 -1.47191 -3.68518 -0.03 -0.03 -0.03
C -1.32422 -1.98530 -4.93731 0.00 0.02 0.02
C -2.81729 -2.09541 -4.73534 -0.04 0.01 -0.01
C -0.65130 -3.30649 -5.21328 0.02 -0.02 -0.01
O 0.14989 0.72089 -4.65835 -0.02 0.09 -0.06
C 1.56134 0.55304 -5.12010 -0.01 -0.02 0.03
C 1.51269 0.50673 -6.62565 -0.02 -0.01 -0.01
C 2.36523 1.69809 -4.55455 0.02 0.02 0.01
O -2.72787 3.10810 -1.54486 -0.13 0.10 -0.04
C -3.83555 2.94996 -0.56374 0.10 -0.06 0.03
C -4.34134 1.52705 -0.56885 -0.03 -0.05 0.03
C -3.35919 3.43498 0.78466 -0.04 0.02 0.04
H -1.40662 4.93155 -5.07221 0.01 -0.02 -0.01
H -2.46880 4.03125 -4.00115 0.03 -0.01 0.00
H -1.21430 3.18471 -4.95352 0.03 -0.03 -0.01
H 0.55976 4.35018 -3.67662 0.00 -0.01 -0.01
H -1.73448 5.53759 -2.04109 -0.02 -0.02 0.01
H -0.63409 6.43375 -3.08974 0.01 -0.01 -0.01
H -0.00680 5.64964 -1.64092 0.00 -0.01 0.00
H -2.33971 1.33482 -3.83658 0.00 0.00 0.00
H -2.54988 0.23911 -2.44711 0.01 0.00 0.00
H -1.09108 -1.26239 -5.72125 0.00 0.00 0.00
H -3.04460 -2.76274 -3.90324 0.01 0.00 0.01
H -3.27562 -2.50615 -5.63487 0.01 0.00 0.00
H -3.27810 -1.12478 -4.54702 0.01 0.00 0.01
H -0.84176 -4.00710 -4.39937 0.00 0.00 0.01
H 0.42532 -3.18442 -5.32652 0.00 0.00 0.01
H -1.04674 -3.73351 -6.13474 -0.01 0.01 0.00
H 1.91242 -0.39980 -4.71643 0.01 0.00 0.00
H 1.09739 1.43239 -7.02523 0.00 0.00 0.01
H 0.91280 -0.33190 -6.97784 0.00 0.00 -0.01
H 2.52272 0.38882 -7.01758 0.00 -0.01 0.01
H 1.99341 2.64696 -4.94532 -0.01 -0.01 0.00
H 3.40578 1.59484 -4.86419 0.00 -0.01 0.00
H 2.32659 1.70766 -3.46485 0.00 0.01 0.00
H -4.58852 3.62267 -0.96820 0.00 0.00 -0.01
H -3.58502 0.83138 -0.19481 -0.01 0.04 0.01
H -4.66106 1.22165 -1.56572 -0.01 0.01 0.00
H -5.20760 1.46037 0.08935 0.00 -0.01 -0.01
H -2.59619 2.77173 1.19249 0.01 -0.01 -0.02
H -4.20370 3.45297 1.47467 0.01 0.00 -0.01
H -2.95957 4.44595 0.71466 0.00 0.00 -0.01
Br 5.86943 -3.89058 -4.63579 -0.01 -0.01 -0.02
C 6.40318 -3.28069 -2.93006 0.00 -0.03 0.04
C 6.60678 -1.92487 -2.72682 -0.01 0.08 0.00
C 6.95460 -1.46243 -1.46699 -0.02 -0.13 -0.07
C 7.10806 -2.37207 -0.42852 0.12 0.07 0.14
C 6.99135 -3.73617 -0.65809 0.02 0.02 -0.16
C 6.60862 -4.19575 -1.90880 0.02 0.00 0.02
N 7.49127 -1.98619 0.90578 0.00 -0.02 0.04
N 6.86427 -1.13554 1.54778 -0.12 -0.01 -0.24
C 5.67197 -0.53030 0.99306 0.33 -0.43 0.22
C 5.63407 0.82094 0.87400 0.03 0.44 -0.01
C 4.52660 1.48534 0.31140 -0.23 0.03 -0.25
C 3.42122 0.77352 -0.09554 0.48 -0.24 0.17
O 2.34648 1.29209 -0.70294 -0.20 -0.10 0.12
C 3.40971 -0.63364 0.15799 0.09 0.61 0.01
N 2.22739 -1.25680 -0.12902 0.03 0.25 0.10
C 2.16698 -2.57219 -0.04628 0.14 -0.07 0.04
C 3.25267 -3.33032 0.42031 0.03 0.13 0.00
C 4.40660 -2.70036 0.82090 -0.19 -0.16 0.04
C 4.52952 -1.30113 0.67837 -0.34 -0.22 -0.24
H 6.49939 -1.23354 -3.55130 0.00 0.00 0.01
H 7.12374 -0.40796 -1.30941 0.00 0.05 0.04
H 7.19597 -4.43038 0.14672 0.01 -0.01 0.01
H 6.49213 -5.25451 -2.09316 0.00 0.00 0.00
H 6.50283 1.39074 1.17981 -0.01 0.02 -0.01
H 4.55833 2.55612 0.15969 -0.01 0.02 -0.01
H 1.24189 -3.05030 -0.33813 0.00 -0.01 0.03
H 3.14573 -4.40306 0.48909 0.03 0.00 0.00
H 5.22304 -3.27287 1.24195 -0.11 0.02 0.02
```
Positions in Å, forces in eV/Å.

Frontier orbital gap (alpha / beta)   6.633 / 6.026 eV
Expectation value of S²   2.024
Total charge   +2
Calculated total energy   -160143.57877 eV
2S+1   3
Energy relative to the best compared isomer or geometry (same formula, charge and spin)   2.3 kcal per mole


No. 2
Below is C42H51F3N2NiP2Sb as an isolated structure at a distorted geometry, with properties calculated with wB97M-V/def2-TZVPD.

The geometry in XYZ format:
```
102
Properties=species:S:1:pos:R:3:forces:R:3
Ni -0.09402 -0.65765 -1.27416 0.10 0.11 -1.54
C 2.25985 0.75483 -3.98274 0.05 0.02 -0.02
C 2.95778 -0.33419 -3.16348 -0.20 -0.18 -0.18
C 2.96790 -1.65086 -3.94367 -0.01 0.02 0.05
P 2.15778 -0.47877 -1.51102 0.01 0.32 0.56
C 3.19556 -1.71846 -0.59727 -0.11 -0.12 -0.01
C 2.40717 -2.54990 0.42642 0.03 0.01 -0.03
C 4.47062 -1.19255 0.06215 0.07 -0.05 -0.07
C 2.32302 1.20095 -0.87521 0.26 -0.02 0.09
C 3.48352 1.84506 -0.44657 -0.08 -0.02 -0.07
C 3.44027 3.16064 -0.01587 -0.05 -0.01 0.01
C 2.21811 3.82441 -0.01178 -0.03 -0.02 0.00
C 1.06857 3.20891 -0.48174 -0.01 0.09 0.07
C 1.11033 1.89713 -0.96837 -0.29 0.05 -0.11
N 0.00932 1.22279 -1.50017 -0.02 0.22 0.36
C -1.01517 1.91949 -2.14283 0.42 0.06 0.13
C -0.83827 3.17456 -2.75017 0.01 0.09 -0.12
C -1.89389 3.81311 -3.37008 0.02 -0.01 0.02
C -3.16121 3.23260 -3.42740 0.04 0.00 0.01
C -3.32953 1.97358 -2.89079 0.06 -0.04 0.03
C -2.26449 1.31649 -2.26600 -0.31 0.05 -0.16
P -2.32929 -0.36695 -1.68139 0.05 0.16 0.26
C -3.08806 -1.26581 -3.09452 0.22 -0.35 -0.01
C -3.29700 -2.75561 -2.78880 -0.09 0.09 0.04
C -2.26279 -1.06519 -4.36836 -0.08 0.03 -0.01
C -3.57141 -0.41369 -0.31468 -0.02 -0.15 0.07
C -3.33901 0.79554 0.59035 0.02 0.01 0.01
C -5.03480 -0.49049 -0.75084 0.01 0.03 0.02
H 2.70134 0.80064 -4.97969 0.01 0.01 0.02
H 2.35888 1.73780 -3.52438 -0.02 0.00 0.02
H 1.19437 0.53861 -4.09473 0.01 -0.01 0.00
H 3.98409 -0.02077 -2.94365 0.04 -0.03 -0.04
H 1.94609 -1.97381 -4.16897 0.02 0.02 -0.01
H 3.48085 -2.46093 -3.42532 -0.01 0.00 -0.01
H 3.47885 -1.50953 -4.89677 -0.03 0.00 0.00
H 3.48951 -2.39135 -1.40792 0.04 -0.03 0.01
H 2.45620 -2.08323 1.40808 -0.02 0.00 -0.04
H 2.85179 -3.54281 0.52086 0.03 0.03 0.02
H 1.35386 -2.67412 0.17893 -0.01 -0.02 0.02
H 4.23983 -0.44978 0.82619 -0.01 -0.02 0.02
H 5.17222 -0.76681 -0.65655 -0.02 0.04 0.01
H 4.97587 -2.02472 0.55718 0.01 0.01 -0.03
H 4.43153 1.32866 -0.45351 0.00 -0.03 0.02
H 4.34059 3.65341 0.32606 -0.02 0.00 -0.01
H 2.15963 4.84157 0.35775 -0.01 -0.02 -0.02
H 0.12815 3.74428 -0.47688 0.04 0.01 0.03
H 0.14170 3.63100 -2.75723 -0.05 0.04 0.00
H -1.72579 4.77853 -3.83100 0.01 -0.01 0.00
H -3.98495 3.74280 -3.90720 0.02 0.00 0.00
H -4.29578 1.48938 -2.97156 0.03 -0.02 0.00
H -4.06715 -0.80434 -3.23534 -0.02 0.02 -0.03
H -2.36642 -3.31860 -2.86289 -0.01 -0.03 -0.04
H -3.98557 -3.19373 -3.51229 0.02 0.00 -0.01
H -3.71502 -2.92815 -1.79465 0.01 0.00 -0.02
H -1.20909 -1.32082 -4.21732 0.00 -0.01 -0.02
H -2.29048 -0.03009 -4.70644 0.01 0.00 0.01
H -2.64892 -1.69756 -5.17011 0.01 0.01 0.02
H -3.33173 -1.31586 0.25713 -0.03 -0.03 0.01
H -3.65406 1.71483 0.09434 -0.02 -0.01 0.01
H -2.28852 0.91689 0.85709 0.01 0.00 -0.01
H -3.90712 0.68762 1.51528 0.00 0.00 -0.01
H -5.33263 0.39643 -1.31258 0.01 -0.01 0.01
H -5.66212 -0.53284 0.14141 -0.01 0.02 -0.01
H -5.26173 -1.37229 -1.34882 0.01 0.01 0.00
N -0.08687 -2.57020 -1.85427 -0.04 -0.03 0.53
H -0.71823 -3.16749 -1.32871 0.02 -0.08 -0.04
H 0.82763 -3.00709 -1.83236 0.00 -0.06 0.00
H -0.40433 -2.56715 -2.81754 0.01 -0.03 -0.04
F 5.66301 0.05944 5.09455 -0.01 0.00 0.00
C 4.49773 0.03313 4.42812 0.05 -0.01 0.03
C 3.78264 -1.14604 4.38279 -0.07 -0.05 -0.03
C 2.58178 -1.16784 3.68279 0.05 0.09 0.05
C 2.10209 -0.02499 3.04442 0.13 0.08 0.02
C 2.85620 1.14798 3.11896 -0.01 -0.08 0.02
C 4.05774 1.18733 3.81211 -0.05 0.07 -0.05
Sb 0.34614 0.01726 1.82535 -0.14 -0.39 0.19
C -0.61125 -1.71943 2.62915 -0.03 -0.09 0.06
C -1.27500 -2.57018 1.74618 0.02 -0.01 0.10
C -1.94021 -3.70937 2.18574 0.02 0.05 -0.06
C -1.92405 -3.98869 3.53666 -0.01 -0.03 0.02
F -2.55780 -5.08527 3.97619 0.00 0.00 0.00
C -1.27938 -3.17783 4.45176 0.03 0.05 0.01
C -0.62708 -2.04431 3.98907 0.00 0.02 -0.05
C -0.72150 1.46873 2.96998 -0.07 0.11 0.00
C -1.79769 1.12946 3.78903 0.02 0.10 -0.01
C -2.50015 2.10556 4.48391 0.00 -0.08 -0.02
C -2.11499 3.42336 4.34143 -0.03 0.01 0.03
F -2.79006 4.37153 5.00990 -0.01 0.00 0.00
C -1.06478 3.80156 3.53063 0.06 0.00 -0.05
C -0.37414 2.81380 2.84232 -0.03 -0.04 0.07
H 4.16135 -2.02309 4.89079 0.00 0.01 -0.01
H 2.02190 -2.09496 3.64888 0.00 0.01 0.00
H 2.51123 2.05376 2.63237 0.03 0.00 -0.02
H 4.64771 2.09201 3.88183 -0.01 -0.02 0.00
H -1.28517 -2.33061 0.68706 0.00 0.02 -0.02
H -2.46535 -4.37354 1.51096 0.01 0.02 0.00
H -1.29736 -3.43810 5.50183 0.00 0.01 -0.01
H -0.12657 -1.40185 4.70497 -0.01 -0.01 0.00
H -2.10973 0.09792 3.89122 0.01 0.00 0.00
H -3.33677 1.85631 5.12378 0.03 0.01 0.00
H -0.80449 4.84810 3.44249 0.00 -0.02 0.01
H 0.44674 3.11050 2.20016 -0.01 0.01 -0.03
```
Positions in Å, forces in eV/Å.

Frontier orbital gap (alpha / beta)   6.919 / 6.925 eV
Total charge   +1
Calculated total energy   -121669.04530 eV
Energy relative to the best compared isomer or geometry (same formula, charge and spin)   0.0 kcal per mole